(1)
Density functional theory data (wB97M-V/def2-TZVPD) for a molecular structure, C7H18I2IrNO3P2 at a distorted geometry.

The geometry in ORCA input format:
```
! wB97M-V def2-TZVPD RIJCOSX def2/J DEFGRID3
* xyz 3 6
I 0.35 -3.87 -2.45
I -0.37 -2.16 1.02
Ir -0.07 0.10 0.31
P 2.27 -0.24 0.70
C 2.81 -1.91 0.13
C 3.24 0.92 -0.28
H 4.25 1.01 0.12
H 3.65 0.42 2.55
H 2.80 1.92 -0.22
H 1.94 0.87 2.76
H 2.63 -2.01 -0.97
H 3.32 0.63 -1.32
C 2.62 0.08 2.44
H 3.89 -2.04 0.35
H 2.46 -0.82 3.04
H 2.18 -2.68 0.64
P -2.35 0.10 -0.43
C -2.79 -1.50 -1.25
C -3.42 0.52 0.95
H -2.09 2.27 -1.42
H -3.64 1.58 -1.83
H -2.21 1.02 -2.69
C -2.59 1.34 -1.71
H -2.86 1.22 1.58
H -4.32 1.00 0.59
H -3.86 -1.47 -1.55
H -2.57 -2.33 -0.53
H -3.67 -0.37 1.53
H -2.14 -1.66 -2.14
C 0.29 -0.63 -1.44
O 0.53 -0.88 -2.53
O 0.28 3.19 -0.19
N 0.10 2.09 0.22
O -0.22 2.03 1.51
*
```

The calculation puts the HOMO energy (spin up / spin down) at -17.99 / -19.88 eV. As for the relative energy (zero: lowest compared OMol25 entry of this formula, charge and spin): 2.5075 eV. The largest force on an atom is 5.794 eV/A. As for the expectation value of S²: 8.78. Its LUMO energy (spin up / spin down) is -0.4204 / -0.5542 hartree.

***

(2)
Density functional theory data (wB97M-V/def2-TZVPD) for 2 unconnected molecules or ions with the total composition C3H3N2OS at a distorted geometry.

The geometry in ORCA input format:
```
! wB97M-V def2-TZVPD RIJCOSX def2/J DEFGRID3
* xyz -1 1
C -0.73 -0.92 0.15
C -1.19 -0.08 -0.81
C 1.05 0.39 0.06
N 0.52 -0.64 0.62
N 3.24 1.26 0.15
O 3.46 1.90 -0.91
S 0.00 1.13 -1.15
H -1.28 -1.76 0.56
H -2.13 -0.08 -1.33
H 2.84 1.90 0.89
*
```

The calculation puts the HOMO energy (spin up / spin down) at -2.88 / -2.88 eV. As for the relative energy (zero: lowest compared OMol25 entry of this formula, charge and spin): 3.6046 eV. The largest force on an atom is 2.504 eV/A. Its LUMO energy (spin up / spin down) is 0.1333 / 0.1333 hartree.

***

Please write out number 2 again, unchanged.
Density functional theory data (wB97M-V/def2-TZVPD) for 2 unconnected molecules or ions with the total composition C3H3N2OS at a distorted geometry.

The geometry in ORCA input format:
```
! wB97M-V def2-TZVPD RIJCOSX def2/J DEFGRID3
* xyz -1 1
C -0.73 -0.92 0.15
C -1.19 -0.08 -0.81
C 1.05 0.39 0.06
N 0.52 -0.64 0.62
N 3.24 1.26 0.15
O 3.46 1.90 -0.91
S 0.00 1.13 -1.15
H -1.28 -1.76 0.56
H -2.13 -0.08 -1.33
H 2.84 1.90 0.89
*
```

The calculation puts the HOMO energy (spin up / spin down) at -2.88 / -2.88 eV. As for the relative energy (zero: lowest compared OMol25 entry of this formula, charge and spin): 3.6046 eV. The largest force on an atom is 2.504 eV/A. Its LUMO energy (spin up / spin down) is 0.1333 / 0.1333 hartree.

***

Which formula does entry 1 have?
C7H18I2IrNO3P2